No. 1
# H2NO4P

The molecule H2NO4P (wB97M-V/def2-TZVPD, OMol25).

```
8
Properties=species:S:1:pos:R:3:forces:R:3:mulliken_charge:R:1
N -1.532268 0.725176 0.080317 0.28 -0.36 -1.49 0.14
O -2.198864 0.662154 -0.910226 0.46 0.06 0.83 -0.26
O 0.725222 -1.122827 -1.059906 -4.31 -1.77 2.97 -0.45
O 1.145002 0.691447 0.431302 0.09 2.89 3.73 -0.52
O -0.346538 -1.197367 1.300813 -0.42 -0.70 0.83 -0.55
P 0.004738 -0.333092 0.199762 -0.09 -2.11 -1.40 0.96
H 0.952068 1.082331 1.398369 0.96 -0.93 -2.99 0.38
H 1.250637 -0.507822 -1.440431 3.03 2.91 -2.48 0.31
```
Forces are in eV/Å.

Calculated values
**Multiplicity**: 1
**HOMO energy**: -9.605 eV
**SMILES**: O=NP(=O)(O)O
**Frontier orbital gap**: 0.3166 Ha

---

No. 2
# C4H6O2

A structure of composition C4H6O2 (wB97M-V/def2-TZVPD, OMol25).

```
12
Properties=species:S:1:pos:R:3:forces:R:3:mulliken_charge:R:1
C -0.429208 1.178111 -0.137148 -0.69 -0.10 -0.37 -1.09
C 0.162177 0.036699 0.731962 0.05 -0.12 -0.11 -0.13
C -0.482711 -1.211005 0.146979 -0.08 -0.29 0.28 -0.30
O 0.239776 -1.026167 -1.098680 2.10 -0.61 0.74 -0.43
C 1.229729 -0.176942 -0.295417 0.42 -1.20 -0.79 0.51
O 2.311964 0.191248 -0.592311 -0.95 -0.60 0.03 -0.50
H -0.351088 0.565023 -1.123907 -0.54 3.05 0.96 0.36
H -1.491242 1.341726 0.010925 -0.20 0.12 0.49 0.35
H 0.129233 2.119250 0.008231 -0.23 -0.51 -0.59 0.26
H 0.348424 0.126775 1.807850 0.06 0.28 -0.44 0.41
H -1.578526 -1.187178 0.120491 0.26 -0.02 -0.58 0.27
H -0.129391 -2.152550 0.559419 -0.21 -0.01 0.40 0.29
```
Forces are in eV/Å.

Calculated values
**Multiplicity**: 1
**HOMO energy**: -10.481 eV
**Frontier orbital gap**: 0.4197 Ha

---

No. 3
# C7H8N2O4S

The molecule C7H8N2O4S (wB97M-V/def2-TZVPD, OMol25).

```
22
Properties=species:S:1:pos:R:3:forces:R:3:mulliken_charge:R:1
C -2.268626 1.336774 -0.759494 0.27 -3.22 -0.62 -0.78
C -1.196122 1.518904 -0.050916 1.86 2.76 1.23 -0.04
C 0.991088 0.824865 0.558908 1.45 1.96 0.07 0.60
C 1.494694 -1.474688 -0.295655 -0.20 3.84 2.55 0.41
C -2.579144 -0.077955 -1.195843 1.57 0.51 2.50 -0.77
C -0.645726 -0.796121 0.523909 0.89 -1.71 1.47 0.24
C 1.802741 -0.327480 0.522966 3.45 -1.50 -1.71 -0.05
N -0.300166 0.516613 0.213575 -0.33 -1.70 0.72 0.08
N 3.282645 0.008245 0.438688 -1.22 1.66 2.31 -0.76
O 2.436768 -2.096072 -0.921194 -0.59 -1.68 -0.99 -0.50
O 1.413344 1.995139 0.711149 -0.95 -1.85 -0.13 -0.75
O 0.236719 -1.845539 -0.405464 -0.99 0.87 1.06 -0.40
O -2.979550 -0.273295 1.509826 0.69 -0.73 -0.32 -0.57
S -2.388625 -1.116958 0.423762 -1.99 0.50 -1.33 0.38
H -2.958709 2.032454 -0.991878 -1.97 2.47 -0.37 0.49
H -0.717499 2.425653 0.431300 -1.38 -0.54 -1.07 0.39
H -3.531044 -0.211905 -1.606967 -1.33 -0.33 -0.55 0.50
H -1.788979 -0.507679 -1.768297 0.48 -0.36 -0.88 0.32
H -0.543092 -1.124625 1.687308 0.83 0.71 -2.74 0.19
H 3.282153 -1.606626 -0.956878 -0.37 0.62 0.65 0.39
H 3.687294 -0.304596 1.358188 -0.27 0.29 -1.24 0.28
H 3.269829 1.104891 0.573000 0.12 -2.59 -0.60 0.34
```
Forces are in eV/Å.

Calculated values
**Multiplicity**: 1
**HOMO energy**: -8.667 eV
**Frontier orbital gap**: 0.3381 Ha

---

No. 4
# C12H18N2O3S2

The molecule C12H18N2O3S2 (wB97M-V/def2-TZVPD, OMol25).

```
37
Properties=species:S:1:pos:R:3:forces:R:3:mulliken_charge:R:1
C -1.434089 0.709039 3.823779 -0.32 0.22 0.01 -0.72
H -1.425829 1.800787 3.841381 -0.02 -0.10 0.02 0.31
H -2.309493 0.370909 3.266753 0.05 0.03 0.06 0.31
H -1.445558 0.308759 4.833980 0.01 0.01 -0.05 0.24
O -0.246176 0.216000 3.213839 0.27 -0.24 0.12 -0.30
C -0.038548 0.580887 1.951399 0.17 -0.07 -0.29 0.37
O -0.762162 1.314915 1.328154 -0.17 0.09 0.12 -0.62
C 1.234701 -0.035062 1.376368 -0.21 0.00 0.03 0.23
N 1.298464 0.236696 -0.041364 0.26 0.04 0.24 -0.18
C 0.439959 -0.489903 -0.848702 0.45 0.23 -0.26 0.54
O -0.043617 -1.545398 -0.505337 -0.30 -0.30 0.24 -0.66
N 0.279433 0.038550 -2.099082 0.01 0.13 -0.24 -0.27
H 0.560865 0.993718 -2.257337 -0.01 -0.06 0.08 0.27
C -0.763801 -0.465308 -2.963167 0.04 -0.25 0.04 -0.78
C -1.999838 0.376367 -2.889924 -0.24 0.07 -0.39 0.20
C -2.492155 1.058328 -1.821090 0.18 -0.16 -0.09 -0.16
C -3.691279 1.749326 -2.113897 -0.17 0.06 -0.11 -0.68
C -4.090948 1.584200 -3.398072 0.08 -0.18 -0.30 -0.37
S -3.008845 0.581479 -4.285215 0.07 0.15 0.59 -0.16
H -4.955763 1.983577 -3.889191 -0.20 0.12 -0.05 0.42
H -4.226800 2.340690 -1.393054 -0.12 0.11 0.10 0.39
H -2.023918 1.069047 -0.852336 0.16 -0.02 0.18 0.43
H -0.398473 -0.511991 -3.993811 -0.03 -0.07 0.11 0.40
H -0.975914 -1.483843 -2.617916 0.07 0.15 -0.17 0.33
H 1.397570 1.216818 -0.268397 -0.09 -0.07 -0.01 0.33
H 1.168060 -1.124137 1.492629 0.00 0.24 0.09 0.44
C 2.474172 0.488051 2.102562 -0.05 -0.19 -0.16 -1.11
C 3.715808 -0.308669 1.727959 -0.07 -0.39 0.28 -0.75
H 3.833680 -0.338441 0.645768 0.08 0.06 -0.02 0.41
H 4.608719 0.125526 2.179147 0.02 0.06 -0.10 0.43
S 3.629425 -2.056346 2.233609 0.15 0.08 0.05 -0.10
C 3.715852 -1.875838 4.039560 -0.12 0.09 -0.56 -0.77
H 2.788656 -1.457989 4.420897 -0.01 0.02 0.16 0.21
H 3.857899 -2.873636 4.440438 0.01 -0.06 0.09 0.35
H 4.562442 -1.247399 4.300969 0.06 0.02 0.13 0.25
H 2.299836 0.431409 3.177831 0.02 0.09 -0.03 0.33
H 2.633356 1.537921 1.839654 -0.04 0.08 0.07 0.44
```
Forces are in eV/Å.

Calculated values
**Multiplicity**: 1
**HOMO energy**: -8.602 eV
**SMILES**: COC(=O)[C@H](CCSC)NC(=O)NCc1cccs1
**Frontier orbital gap**: 0.3413 Ha

---

No. 5
# C18H32F6NO3PSSiTl

A structure of composition C18H32F6NO3PSSiTl (wB97M-V/def2-TZVPD, OMol25).

```
64
Properties=species:S:1:pos:R:3:forces:R:3:mulliken_spin:R:1
Tl -2.465896 -0.655246 -1.665183 0.10 0.05 0.08 -0.01
C 1.387217 -2.530811 -2.765679 0.02 0.00 -0.04 0.00
C 1.571645 -1.077294 -2.334975 -0.01 -0.01 0.03 -0.01
C 1.203282 -0.131807 -3.473956 0.04 -0.06 -0.03 0.00
C 3.014154 -0.836306 -1.894225 0.03 -0.01 -0.05 0.00
O 0.649119 -0.804177 -1.294459 -0.08 0.05 0.08 -0.03
Si 0.697111 -1.028679 0.350035 0.01 0.05 -0.11 0.03
S -1.187827 -1.001291 1.098862 -0.04 0.01 0.00 0.00
O 1.568892 -2.444708 0.505392 -0.05 -0.02 -0.23 0.00
C 2.202023 -2.993589 1.641061 -0.01 0.08 0.11 0.00
C 1.502356 -2.565292 2.928437 0.01 -0.06 0.10 0.00
C 2.125389 -4.508783 1.481685 0.00 0.00 0.04 0.00
C 3.658439 -2.526903 1.653231 0.01 -0.02 0.04 0.00
O 1.791015 0.056462 0.999233 -0.01 0.05 0.05 0.00
C 1.660996 1.456538 1.248030 0.00 -0.09 -0.06 0.00
C 1.118491 2.173259 0.018485 0.01 0.05 0.02 0.01
C 0.753207 1.702292 2.448586 0.00 0.00 0.02 0.00
C 3.076811 1.936291 1.555150 -0.01 0.02 0.00 0.00
H 2.045091 -2.772867 -3.605523 -0.01 -0.01 -0.01 0.00
H 0.351552 -2.691391 -3.067663 -0.02 0.00 -0.01 0.00
H 1.609113 -3.194722 -1.930644 0.02 0.00 0.02 0.00
H 1.848103 -0.297920 -4.341477 0.01 0.00 -0.01 0.00
H 1.298505 0.904095 -3.149066 -0.01 0.03 0.03 0.00
H 0.165855 -0.292228 -3.768144 -0.02 0.00 0.00 0.00
H 3.691454 -1.076495 -2.718244 0.03 0.01 -0.01 0.00
H 3.264823 -1.459975 -1.037607 -0.01 -0.02 -0.01 0.00
H 3.162800 0.205864 -1.612525 -0.02 0.05 0.02 0.00
H 0.437340 -2.792724 2.877097 0.02 -0.03 0.00 0.00
H 1.599393 -1.489587 3.078178 0.01 0.01 -0.01 0.00
H 1.948865 -3.081559 3.782199 0.00 -0.01 0.04 0.00
H 1.081383 -4.816473 1.424638 -0.03 0.00 0.01 0.00
H 2.600985 -5.018157 2.323266 0.03 -0.01 0.02 0.00
H 2.623820 -4.811372 0.559511 0.01 0.00 -0.04 0.00
H 3.684563 -1.437960 1.626017 0.00 0.02 0.02 0.00
H 4.185221 -2.910474 0.776985 0.01 -0.01 -0.03 0.00
H 4.174705 -2.876049 2.551458 0.01 -0.03 0.01 0.00
H 0.134977 1.798752 -0.259902 -0.05 -0.06 -0.01 0.00
H 1.788805 2.031421 -0.830803 0.03 -0.02 -0.05 0.00
H 1.022612 3.243898 0.214051 0.00 0.02 0.00 0.00
H -0.249409 1.326792 2.251744 -0.02 -0.02 -0.03 0.00
H 0.694427 2.772025 2.662583 0.02 0.03 0.02 0.00
H 1.148021 1.185756 3.326957 0.01 -0.01 0.02 0.00
H 3.736999 1.704787 0.717340 0.01 0.00 -0.02 0.00
H 3.459413 1.433402 2.445526 0.01 -0.02 0.02 0.00
H 3.089312 3.014322 1.727366 0.00 0.04 0.01 0.00
N -2.067769 1.671814 -1.647510 0.04 -0.05 -0.17 0.66
C -2.371180 2.617649 -0.774664 0.04 -0.06 0.03 -0.02
C -3.092453 2.379310 0.439313 -0.08 -0.11 0.08 0.15
C -3.335369 3.381819 1.352160 0.01 0.00 -0.01 -0.12
C -2.879284 4.681361 1.119736 -0.01 0.03 0.04 0.26
C -2.178347 4.964572 -0.055086 0.02 0.01 -0.02 -0.13
C -1.937180 3.969543 -0.976777 0.04 0.12 -0.04 0.19
H -3.432694 1.366446 0.621518 -0.01 0.03 0.02 0.02
H -3.878683 3.157523 2.262734 -0.01 -0.01 0.01 0.00
H -3.067422 5.464412 1.845567 0.00 0.00 0.00 0.03
H -1.821768 5.973827 -0.239560 -0.01 -0.01 0.01 -0.01
H -1.387002 4.169885 -1.889188 -0.01 -0.01 0.00 0.00
F -5.449407 -0.350412 -0.777803 -0.16 -0.05 -0.13 0.00
P -6.780990 -0.945281 -1.514006 0.10 0.01 0.12 0.00
F -6.820676 0.340282 -2.497086 0.02 0.00 0.01 0.00
F -5.845895 -1.733503 -2.575881 -0.01 0.03 0.02 0.00
F -6.750061 -2.231064 -0.527056 0.01 0.00 -0.01 0.00
F -7.719843 -0.158515 -0.449577 0.01 0.02 0.00 0.00
F -8.109126 -1.540811 -2.239842 -0.04 -0.01 -0.03 0.00
```
Forces are in eV/Å.

Calculated values
**Multiplicity**: 2
**Expectation value of S²**: 0.8001
**HOMO energy (alpha / beta)**: -1.793 / -1.405 eV
**Charge**: -2
**Frontier orbital gap (alpha / beta)**: 0.2231 / 0.2088 Ha

---

Ordered relative energy (zero: lowest compared OMol25 entry of this formula, charge and spin) results: 17.5, 57.3, 10.3, 0.0, 0.0; unit kcal/mol.